Molecular formula: C6H13N
Method: DFT, ωB97M-V/def2-TZVPD

Computed properties:
electronic energy = -291.06318 Ha
Kohn-Sham gap (spin up / spin down) = 0.103 / 0.265 Ha
highest occupied orbital energy (spin up / spin down) = 1.25 / -3.40 eV
energy relative to the best compared isomer or geometry (same formula, charge and spin) = 25.8 kcal/mol
multiplicity = 2
total charge = -1

XYZ file:
```
20
Properties=species:S:1:pos:R:3:forces:R:3
H 0.1569 1.2014 -0.7016 -0.044 -0.096 -0.150
C 1.4021 -0.2036 0.3214 0.452 0.131 0.013
H 3.2606 0.6871 0.9940 0.184 -0.022 -0.216
H 1.0360 -0.1388 1.3470 -0.088 -0.079 0.081
H -4.3014 0.9095 0.4269 -0.145 0.436 -0.176
H 2.9767 0.8003 -0.7929 0.236 -0.106 0.006
N 1.9193 -1.5701 0.1440 -0.827 0.020 0.125
H 2.0944 1.8410 0.3057 0.156 -0.101 0.078
H 2.6490 -1.6275 -0.5499 0.174 0.011 0.125
C -1.1462 -0.3850 -0.0924 -0.469 0.284 -0.289
H -1.0303 -1.0197 0.8117 0.257 0.106 0.001
C 2.5251 0.8354 0.1992 -0.661 0.282 0.073
H -1.6066 -1.0532 -0.8194 0.085 -0.084 -0.156
H 0.4261 -0.3300 -1.5702 0.114 0.144 -0.210
C -2.1733 0.6767 0.2060 -0.344 -0.349 -0.215
C -3.4946 0.6164 -0.2401 0.548 -0.015 0.543
H -3.7796 0.2084 -1.2015 0.054 -0.241 0.007
H -1.9530 1.2581 1.0979 -0.157 -0.080 0.199
H 2.1838 -1.9828 1.0269 0.317 -0.040 -0.133
C 0.2227 0.1145 -0.5950 0.156 -0.200 0.293
```
Forces are in eV/Å.